1.
50
Properties=species:S:1:pos:R:3:forces:R:3:lowdin_charge:R:1 method="wB97M-V/def2-TZVPD" e_homo_ev=-1.94 max_force_ha_per_bohr=0.1813 multiplicity=1 charge=-1
N -2.279104 -2.454750 1.939173 -0.9 0.6 -1.0 -0.37
P -2.473819 -2.560989 0.331504 -0.3 0.7 2.7 0.76
C -1.180140 -1.598416 -0.698140 -0.2 2.3 -1.8 -0.26
C -2.154416 -0.537671 -1.540809 -2.7 -1.8 -3.5 -0.26
O -3.047946 -0.956854 -2.452625 5.7 3.5 6.5 -0.02
O -1.871960 0.847683 -1.061049 -0.7 -3.5 -1.2 -0.09
C -0.442949 1.004912 -0.627399 -1.4 -1.4 -0.4 -0.29
C 0.311704 1.147295 -2.074685 0.6 1.2 -0.3 -0.06
C 1.346331 2.413908 -2.199840 0.3 -0.1 -1.8 -0.13
F 2.303714 2.554881 -1.076634 -1.9 -0.3 -1.8 -0.16
C -0.565999 2.302222 0.373935 -0.5 0.5 0.9 -0.09
C -1.325277 1.945020 1.820903 0.7 -0.9 -0.4 -0.14
C -0.253621 1.544814 3.015069 -1.2 -0.4 1.1 -0.25
O 0.718144 2.606473 3.334164 0.3 -1.9 0.8 -0.15
C -0.204037 -0.489796 0.064466 0.9 -2.5 0.6 -0.20
C 1.284371 -1.171657 -0.013280 0.5 -0.5 -0.4 -0.18
C 2.484919 -0.259285 0.640741 -0.2 0.3 -0.8 -0.20
C 3.618758 -1.104022 1.470297 0.4 1.8 -2.0 -0.23
S 3.015940 -1.907270 3.051358 4.0 -2.2 5.7 0.80
O 3.319407 -0.973076 4.260002 -1.8 -2.3 -4.5 -0.40
O 3.842983 -3.241433 3.208371 -3.9 4.7 -1.4 -0.39
O 1.347425 -2.253812 3.098412 1.9 1.1 -0.3 -0.23
H -3.118718 -2.027658 2.404629 1.2 -0.5 -0.8 -0.04
H -2.427608 -3.959533 -0.018642 0.1 0.9 -0.6 0.00
H -3.797692 -2.050744 -0.007755 1.2 -0.6 -0.5 0.03
H -0.580258 -2.342083 -1.405226 -1.5 1.8 1.3 0.14
H -0.533431 1.330003 -2.898296 1.9 -0.3 1.8 0.17
H 0.893933 0.192248 -2.429557 -1.2 1.7 1.1 0.12
H 2.010504 2.200897 -3.169288 -1.3 0.5 2.2 0.13
H 0.810446 3.452880 -2.431268 1.1 -2.3 1.1 0.14
H 0.452296 2.793895 0.674254 -1.8 -1.0 -1.0 0.12
H -1.269803 3.122569 -0.130112 1.8 -1.9 0.7 0.14
H -1.994630 2.841343 2.169295 1.5 -1.7 -0.7 0.12
H -2.032821 1.000324 1.642204 1.5 2.1 0.6 0.12
H -0.898447 1.378141 4.002157 1.2 0.1 -2.1 0.13
H 0.328662 0.544625 2.819463 -1.2 1.8 0.0 0.09
H 1.321207 2.218278 4.062415 -1.5 0.9 -1.8 0.12
H -0.505268 -0.645687 1.184584 0.4 1.1 -2.0 0.10
H 1.616677 -1.405671 -1.135707 -0.9 0.6 2.3 0.12
H 1.185567 -2.248192 0.493801 0.3 2.5 -0.9 0.13
H 3.054192 0.239683 -0.282543 -1.1 -1.0 2.2 0.13
H 2.018638 0.649464 1.238369 1.1 -2.0 -0.9 0.12
H 4.184352 -1.853923 0.737218 -1.7 1.1 2.0 0.14
H 4.450550 -0.311519 1.794161 -1.9 -1.9 -0.1 0.13
H 0.834258 -1.585861 3.646188 1.2 -0.8 -0.8 0.10
C -2.748331 -0.046511 -5.583372 -0.2 -0.3 0.5 -0.56
O -2.366152 1.049587 -6.221167 0.4 0.8 -0.4 -0.44
H -2.072214 -0.917369 -5.625030 0.8 -0.6 -0.2 0.01
H -2.912082 0.032813 -4.495180 0.0 0.4 0.5 0.00
H -3.698254 -0.510178 -5.899531 -0.8 -0.1 -0.5 0.02

---

2.
104
Properties=species:S:1:pos:R:3:forces:R:3:lowdin_charge:R:1 method="wB97M-V/def2-TZVPD" e_homo_ev="0.05 / -8.31" e_above_lowest_kcal_mol=0.0 max_force_ha_per_bohr=0.0910 multiplicity=2 charge=-1
C 37.637324 4.984341 -9.876109 0.0 -1.1 1.5 -0.12
C 36.490826 5.833568 -9.316646 0.4 0.5 -1.1 -0.25
C 35.785719 6.658997 -10.431882 0.3 -0.1 0.0 -0.19
C 36.692767 7.276085 -11.413610 1.4 1.2 -0.4 -0.27
N 37.409025 7.740691 -12.205265 -1.2 -0.8 1.1 0.12
H 37.288750 4.111503 -10.428149 -0.1 0.3 -0.6 0.07
H 38.088259 4.500365 -9.009782 0.2 -0.1 0.3 0.05
H 38.496708 5.465590 -10.342973 -0.6 0.4 -0.4 0.07
H 36.865387 6.507354 -8.546043 0.2 0.3 -0.3 0.09
H 35.766323 5.250148 -8.748478 -0.1 -0.3 -0.4 0.08
H 35.168912 7.403794 -9.928968 -0.1 0.3 -0.3 0.09
H 35.161696 6.120321 -11.144995 -0.5 -0.7 0.7 0.07
C 32.962571 9.700274 -11.735827 0.1 0.1 0.4 -0.12
C 33.737141 9.494403 -13.043839 0.3 -0.8 0.0 -0.23
C 33.232850 8.308175 -13.931708 -0.6 -0.4 0.9 -0.16
C 33.123066 7.077200 -13.095603 0.3 0.4 -0.1 -0.23
N 33.111143 6.151967 -12.411435 -0.2 0.1 -0.3 0.15
H 32.818763 8.848923 -11.070526 0.2 -0.6 -0.5 0.04
H 31.956447 10.103797 -11.849697 0.0 0.2 -0.3 0.05
H 33.527028 10.373287 -11.090420 0.0 0.4 -0.2 0.05
H 34.784725 9.271848 -12.840993 0.0 -0.1 0.4 0.09
H 33.803584 10.440382 -13.581255 -0.4 -0.1 -0.3 0.10
H 33.841109 8.006043 -14.784262 0.4 0.5 0.1 0.11
H 32.233190 8.473465 -14.333525 -0.1 0.2 0.0 0.11
C 30.905695 5.365235 -3.768959 0.7 -0.2 0.5 -0.13
C 30.127991 6.282927 -4.689428 -0.4 -0.5 -0.2 -0.25
C 30.425836 7.807994 -4.617567 0.6 -0.5 0.1 -0.18
C 30.434328 8.335782 -3.245651 0.0 0.1 0.8 -0.25
N 30.513619 8.693887 -2.148402 -0.2 -0.3 -1.0 0.13
H 31.928063 5.151794 -4.080900 0.2 0.7 0.1 0.03
H 30.505447 4.351521 -3.752056 -0.6 0.1 0.0 0.07
H 30.873841 5.770808 -2.757722 0.3 -0.2 0.1 0.07
H 29.094763 6.031979 -4.449495 -0.3 0.6 -0.2 0.10
H 30.288698 5.882918 -5.690559 -0.1 0.6 -0.3 0.10
H 29.821014 8.443425 -5.264490 -0.4 -0.2 0.2 0.09
H 31.435699 7.978658 -4.990586 0.2 -0.1 0.0 0.08
C 32.770173 13.681840 -10.446018 -0.3 0.4 0.1 -0.11
C 31.871767 14.410688 -9.410312 1.1 -1.1 0.6 -0.28
C 30.980199 15.511878 -9.938272 -0.5 -1.0 0.1 -0.23
C 31.672289 16.601450 -10.554144 2.4 3.4 -2.2 -0.24
N 32.244592 17.471418 -11.108808 -1.7 -2.6 1.8 0.13
H 32.202824 12.883043 -10.923638 -0.1 0.0 -0.1 0.04
H 33.642318 13.205901 -9.997736 0.0 0.1 0.3 0.04
H 33.159209 14.331243 -11.230252 -0.1 0.2 0.0 0.07
H 32.449344 14.739283 -8.546290 0.3 0.3 -0.2 0.10
H 31.239684 13.637356 -8.973826 -0.3 0.1 -0.1 0.04
H 30.333883 15.899421 -9.150766 -0.1 0.0 0.0 0.10
H 30.369361 15.027108 -10.699833 -0.4 0.3 -0.1 0.12
C 29.878442 7.433147 -11.024028 -0.9 -0.2 -1.2 -0.13
C 28.673472 6.645975 -10.490645 0.5 -0.9 0.4 -0.25
C 27.530015 6.524265 -11.558532 0.7 1.2 1.2 -0.18
C 26.247859 5.997544 -11.085882 0.2 -1.0 0.2 -0.24
N 25.269900 5.523695 -10.703445 0.3 0.4 -0.2 0.13
H 29.478834 8.352884 -11.451236 0.4 0.6 0.5 0.05
H 30.275127 6.959252 -11.921887 0.2 -0.5 0.1 0.06
H 30.719181 7.558649 -10.341750 -0.4 0.2 0.1 0.03
H 28.336129 7.053465 -9.537615 -0.4 0.5 -0.2 0.10
H 29.041910 5.674574 -10.160905 -0.2 -0.4 -0.3 0.10
H 27.915941 6.042182 -12.456730 -0.3 -0.1 0.0 0.12
H 27.300291 7.571348 -11.755865 0.1 0.1 -0.7 0.11
C 31.232001 14.022822 -3.557589 0.4 0.2 0.8 -0.12
C 29.940248 14.650571 -3.928606 -0.3 1.1 -1.0 -0.29
C 28.654681 13.863017 -3.691912 0.4 0.1 -0.1 -0.18
C 28.731131 12.449180 -4.052890 0.2 -0.3 -0.2 -0.21
N 28.839519 11.337509 -4.328542 -0.1 0.3 0.0 0.17
H 31.407888 13.102056 -4.113790 0.1 0.0 0.2 0.04
H 31.244827 13.877548 -2.477389 0.3 -0.5 0.0 0.08
H 32.006952 14.758082 -3.774260 0.3 -0.3 -0.1 0.08
H 30.071197 14.988599 -4.956560 -0.6 -0.4 -0.4 0.10
H 29.787975 15.600195 -3.415635 0.1 0.0 0.4 0.11
H 27.871516 14.337913 -4.282868 -0.3 -0.1 0.3 0.12
H 28.467736 13.926298 -2.619933 -0.5 -0.1 0.0 0.12
Cl 36.738700 9.143457 -4.402248 -0.3 -0.7 0.3 0.50
C 36.635270 10.853292 -4.834982 1.4 -0.1 -0.6 -0.65
C 37.966504 11.270344 -5.498841 -0.3 -0.1 -0.3 -0.69
Cl 39.444963 10.710758 -4.639163 -0.1 0.5 0.3 0.45
H 36.429221 11.413259 -3.922796 -0.1 0.0 -0.3 0.07
H 35.865297 10.916489 -5.603912 -0.1 0.4 0.2 0.02
H 37.960422 12.349311 -5.653370 0.3 0.1 0.4 0.05
H 38.135726 10.847099 -6.488963 -0.7 -0.2 0.0 0.02
Cl 28.728003 13.541647 -7.924284 0.1 0.0 0.0 0.59
C 28.677076 11.781785 -7.693544 -0.2 -1.0 0.5 -0.68
C 28.287267 11.035807 -8.933582 -0.5 0.3 -0.6 -0.64
Cl 29.549324 11.164908 -10.204518 -0.3 0.1 0.0 0.53
H 27.917192 11.598910 -6.933788 0.0 0.0 0.0 0.06
H 29.606225 11.356755 -7.313909 0.2 0.6 0.1 0.04
H 27.347677 11.441229 -9.308973 0.2 0.1 -0.3 0.07
H 28.085423 9.978833 -8.759913 0.4 0.0 0.3 0.07
Cl 31.448700 9.168412 -8.089201 0.2 0.0 0.2 0.53
C 33.194641 9.479815 -7.739581 0.3 -0.3 -0.5 -0.62
C 33.496467 10.943934 -7.570643 0.0 -0.1 -0.8 -0.75
Cl 32.887047 11.590217 -6.092240 -0.8 0.6 1.6 0.53
H 33.743653 9.128251 -8.613123 0.0 0.0 -0.2 0.03
H 33.489106 8.810029 -6.931636 -0.1 0.5 0.2 0.02
H 33.044239 11.540473 -8.362934 0.1 -0.2 -0.2 0.04
H 34.563522 11.166395 -7.570427 0.2 -0.4 -0.3 0.00
Cl 34.191774 6.540653 -5.299962 0.1 -0.4 -0.2 0.56
C 35.382944 5.687134 -4.292574 0.8 -0.7 0.5 -0.64
C 35.422621 4.118960 -4.470614 -0.7 1.8 -0.5 -0.62
Cl 36.137551 3.576135 -6.014000 0.2 0.2 -0.1 0.53
H 35.122831 5.953632 -3.268165 -0.2 -0.4 0.1 0.07
H 36.356045 6.158075 -4.431794 0.0 -0.2 -0.4 0.04
H 34.373791 3.832867 -4.549472 0.2 -0.4 0.5 0.04
H 36.002275 3.622851 -3.692171 -0.4 0.2 0.1 0.07

---

3.
13
Properties=species:S:1:pos:R:3:forces:R:3:lowdin_charge:R:1 method="wB97M-V/def2-TZVPD" e_homo_ev=-9.99 e_above_lowest_kcal_mol=142.5 max_force_ha_per_bohr=0.1427 smiles="C1=NO[C@H]2CO[C@@H]1O2" multiplicity=1
C 1.314485 -0.927239 0.135955 4.0 1.5 -1.4 -0.08
N 1.381769 -0.561928 1.342903 -2.6 1.1 -1.0 0.14
O 0.154518 0.235837 1.549896 0.4 -0.7 1.9 -0.16
C -0.988174 0.094663 0.710089 -1.5 -1.1 -0.4 -0.30
C -0.802924 1.310559 -0.379859 5.0 -1.8 2.8 0.06
O -0.080922 0.460446 -1.388412 -1.6 4.7 -1.0 -0.02
C 0.152408 -0.674529 -0.882419 2.0 -6.6 2.5 -0.42
O -0.990787 -1.139867 -0.013723 1.5 2.5 -1.1 0.00
H 2.417466 -1.092178 -0.265607 -2.4 -0.8 0.6 0.16
H -1.811404 -0.024013 1.403328 -0.4 0.9 -0.2 0.16
H 0.103259 1.698531 0.393639 -2.4 0.6 -2.9 0.18
H -1.339326 2.031292 -0.988200 -0.8 -0.3 0.7 0.12
H 0.489632 -1.411573 -1.617590 -1.2 0.0 -0.5 0.16

---

4.
53
Properties=species:S:1:pos:R:3:forces:R:3:lowdin_charge:R:1 method="wB97M-V/def2-TZVPD" e_homo_ev=-7.63 e_above_lowest_kcal_mol=76.6 max_force_ha_per_bohr=0.0242 multiplicity=1
C -6.174435 -0.550765 0.473108 0.0 0.0 0.0 -0.04
C -4.926936 -0.818629 -0.306895 0.4 0.9 -0.3 -0.26
C -4.687353 -2.196538 -0.712291 0.2 -0.1 0.2 -0.12
N -3.612129 -2.873684 -0.804901 -0.3 -0.7 -0.1 0.07
N -2.406059 -2.419253 -0.354335 0.2 0.2 -0.4 0.04
C -2.140612 -1.744571 0.793848 0.1 -0.1 0.2 -0.47
O -2.976784 -1.285013 1.541669 0.0 -0.1 0.2 0.08
C -0.641200 -1.667895 1.081240 0.0 0.2 0.0 -0.10
N 0.130921 -1.668267 -0.146833 0.0 -0.2 0.1 -0.19
C 0.068742 -0.404039 -0.863989 0.0 0.3 0.0 -0.15
C 0.949807 0.689704 -0.251678 -0.2 -0.1 -0.1 -0.17
N 2.320793 0.222855 -0.174070 -0.1 0.1 0.1 -0.17
C 3.231716 1.250833 0.298193 -0.1 0.0 -0.1 -0.16
C 4.664118 0.834316 0.102762 0.1 0.1 0.1 -0.23
C 5.057731 0.275223 -1.107430 0.0 0.0 0.0 -0.04
C 6.370439 -0.107787 -1.309001 0.0 0.0 -0.1 -0.08
C 7.308361 0.069633 -0.304762 0.1 0.0 0.0 -0.10
C 6.924517 0.627497 0.901809 0.1 0.0 0.0 -0.09
C 5.607726 1.004396 1.105330 -0.1 0.0 0.0 -0.05
C 2.391479 -0.977996 0.638804 -0.1 -0.3 -0.1 -0.17
C 1.520243 -2.064508 0.004976 0.2 0.0 0.2 -0.16
C -4.068314 0.147444 -0.693630 -0.7 -0.7 0.0 0.00
C -4.142077 1.548154 -0.415923 0.9 0.6 -0.5 -0.26
C -3.266873 2.540287 -0.806964 -0.5 -0.7 0.2 -0.02
C -3.754565 3.742615 -0.258328 -0.5 0.1 0.4 -0.06
C -4.885740 3.407296 0.424650 0.5 0.8 -0.2 -0.11
O -5.127057 2.092301 0.335038 -0.2 -0.4 0.1 0.04
H -6.730611 0.283144 0.049751 -0.1 0.0 0.1 0.08
H -6.810142 -1.432651 0.501314 -0.1 0.0 0.0 0.08
H -5.902497 -0.286099 1.493877 -0.1 0.0 0.1 0.09
H -5.565463 -2.765518 -1.003635 -0.1 0.0 -0.1 0.11
H -1.616338 -2.888753 -0.784683 -0.2 0.2 0.2 0.14
H -0.378292 -2.557441 1.662504 0.0 0.1 0.0 0.14
H -0.480394 -0.792382 1.725766 -0.1 -0.1 0.0 0.12
H -0.967870 -0.064607 -0.891782 0.0 0.0 -0.1 0.10
H 0.408368 -0.595752 -1.885892 -0.1 0.1 0.0 0.13
H 0.917017 1.574588 -0.892177 0.0 0.0 0.0 0.12
H 0.558179 0.977207 0.741896 0.0 0.0 0.0 0.12
H 3.053177 1.501904 1.360216 0.0 0.0 -0.1 0.13
H 3.043024 2.154085 -0.293035 0.0 0.0 0.1 0.13
H 4.317612 0.137175 -1.880810 -0.1 0.0 -0.1 0.11
H 6.665704 -0.544208 -2.252172 0.0 0.0 -0.1 0.10
H 8.334767 -0.227493 -0.462218 0.1 0.0 0.0 0.10
H 7.650694 0.767022 1.689399 0.1 0.0 0.1 0.10
H 5.312398 1.436328 2.051533 -0.1 0.0 0.1 0.11
H 3.429914 -1.314363 0.672249 -0.1 0.0 0.1 0.12
H 2.058530 -0.784809 1.676209 0.1 0.0 0.0 0.13
H 1.568841 -2.980476 0.597237 0.0 0.0 0.0 0.12
H 1.904888 -2.275187 -0.997229 0.1 0.0 0.1 0.12
H -3.212474 -0.123745 -1.298226 0.0 0.0 0.0 0.12
H -2.389499 2.413820 -1.408772 0.2 -0.1 -0.1 0.10
H -3.326933 4.719638 -0.355360 0.0 0.2 0.0 0.10
H -5.579042 3.994957 0.993649 -0.1 0.0 0.1 0.12